#A
A molecular structure, C3H10NO3S, computed with the ωB97M-V functional and the def2-TZVPD basis.

Geometry (Å):
O  1.0203  0.5909  0.0638
C  0.7587  -0.3869  -0.6916
C  -0.6772  -0.6553  -1.1288
C  -0.7560  -2.1811  -1.0886
S  0.5050  -2.4333  0.2406
N  -1.6610  -0.1372  -0.1367
H  1.5713  -0.7056  -1.3549
H  -1.0115  -0.1931  -2.0659
H  -1.7648  -2.4779  -0.8227
H  -0.3702  -2.7335  -1.9378
H  -2.0791  0.7122  -0.5049
H  -1.1053  0.1840  0.6623
H  1.0629  -0.0371  3.3190
H  1.0335  0.6753  1.9528
O  1.2694  0.8199  2.8931
H  0.3819  2.3038  0.2811
H  1.3868  3.3867  0.1854
O  0.4353  3.2683  0.1338

Summary:
Lowest unoccupied orbital energy   0.136 Eh
Orbital gap   0.2800 Eh
M   140.18 g/mol
Total charge   -1

#B
3 unconnected molecules or ions with the total composition C3H10NO3S, computed with the ωB97M-V functional and the def2-TZVPD basis.

Geometry (Å):
O  1.8017  2.0706  0.2469
C  0.9781  1.6364  -0.4856
N  0.3020  0.5356  -0.4587
C  -0.7957  0.4100  -1.3824
C  -1.9106  -0.4207  -0.6456
S  -1.0711  -1.9366  0.2255
H  0.6510  2.3670  -1.2527
H  0.3514  -0.4066  0.1077
H  -0.5828  -0.1649  -2.3680
H  -1.1699  1.3666  -1.6406
H  -2.7492  -0.7689  -1.4228
H  -2.3937  -0.0338  0.1884
H  6.2338  2.8794  -0.1379
H  5.0760  2.3127  -0.9865
O  5.8857  2.7901  -0.9806
H  -4.3523  -3.5002  2.1438
H  -3.2320  -2.5736  2.9051
O  -4.2424  -2.8601  2.8773

Summary:
Lowest unoccupied orbital energy   0.121 Eh
Orbital gap   0.2465 Eh
M   140.18 g/mol
Total charge   -1

#A is the most stable structure; the next one sits 0.0202 hartree above it.

#A
2 unconnected molecules or ions with the total composition CHN3O2, computed with the ωB97M-V functional and the def2-TZVPD basis.

Geometry (Å):
C  0.7372  0.9630  -1.3521
N  0.4746  1.8182  -2.0701
N  0.5500  -0.5256  0.3533
N  1.2719  0.1156  -0.4104
O  -1.7960  -0.1334  0.8232
O  0.6344  -1.4057  1.1171
H  -1.8722  -0.8321  1.5390

Summary:
Lowest unoccupied orbital energy (alpha / beta)   -0.135 / -0.135 Eh
Orbital gap (alpha / beta)   0.2462 / 0.2461 Eh
M   87.04 g/mol

#B
CHN3O2 in the gas phase, computed with the ωB97M-V functional and the def2-TZVPD basis.

Geometry (Å):
C  0.8177  -0.2427  -0.0072
H  -0.0365  1.8433  -0.0943
N  -0.0053  -1.4082  0.1397
N  -1.1803  -1.0257  -0.0826
N  -0.1977  0.7663  0.1575
O  2.0089  -0.1996  -0.0622
O  -1.4068  0.2667  -0.0509

Summary:
Lowest unoccupied orbital energy   -0.001 Eh
Orbital gap   0.3912 Eh
M   87.04 g/mol

#C
A molecular structure, CHN3O2, computed with the ωB97M-V functional and the def2-TZVPD basis.

Geometry (Å):
C  -0.0720  0.2844  -0.0435
H  -0.7504  1.8964  0.9902
N  0.7337  -0.0576  -0.9409
N  0.7728  -1.2531  -0.8421
N  0.1169  -1.7919  0.0518
O  -0.3684  1.5534  0.0089
O  -0.4326  -0.6316  0.7756

Summary:
Lowest unoccupied orbital energy   -0.003 Eh
Orbital gap   0.3919 Eh
M   87.04 g/mol

#C is the most stable structure; the next one sits 0.0079 hartree above it.

#A
2 unconnected molecules or ions with the total composition C5H8N2O2S, computed with the ωB97M-V functional and the def2-TZVPD basis.

Geometry (Å):
C  -0.6129  1.7482  0.7758
C  -1.7198  1.2610  1.3372
C  0.9656  -1.8383  0.9787
C  -0.1862  -0.5960  0.5608
C  1.3722  1.0991  -0.4696
N  -0.6067  -1.3957  -1.5776
N  0.2435  0.6602  0.3619
O  0.9736  -1.7747  2.1489
O  1.5024  -2.3475  0.0456
S  -1.6962  -0.4601  1.3994
H  -0.3990  2.8651  0.6156
H  -2.4083  1.9803  1.6434
H  1.8854  0.2245  -1.0009
H  1.0163  1.7473  -1.2424
H  2.1523  1.3815  0.0981
H  -0.0302  -1.5425  -2.3934
H  -1.3473  -0.7633  -1.8512
H  -1.1047  -2.2491  -1.4304

Summary:
Lowest unoccupied orbital energy   0.017 Eh
Orbital gap   0.3445 Eh
M   160.20 g/mol

#B
C5H8N2O2S in the gas phase, computed with the ωB97M-V functional and the def2-TZVPD basis.

Geometry (Å):
C  0.0472  -0.6894  0.3022
C  -0.1444  0.7665  -0.1424
C  1.0625  1.4298  -0.6423
C  2.9827  0.1210  0.8657
C  -1.2887  -1.4670  0.3059
N  1.0621  -1.2531  0.7102
N  3.4048  -0.7515  -0.1730
O  3.8805  -1.8376  0.0927
O  3.2484  -0.3592  -1.3227
S  2.2894  1.7148  0.6498
H  -0.9203  0.6775  -0.9197
H  -0.7073  1.0971  0.7973
H  1.7337  0.8662  -1.3781
H  0.8803  2.5114  -0.7583
H  3.0704  -0.2255  1.9510
H  -1.4283  -1.4897  -0.8618
H  -2.0557  -1.0205  0.8510
H  -1.0491  -2.4460  0.7040

Summary:
Lowest unoccupied orbital energy (alpha / beta)   -0.022 / -0.050 Eh
Orbital gap (alpha / beta)   0.2949 / 0.2859 Eh
M   160.20 g/mol

#A is the most stable structure; the next one sits 0.1733 hartree above it.

#A
3 unconnected molecules or ions with the total composition C2H12N2O2, computed with the ωB97M-V functional and the def2-TZVPD basis.

Geometry (Å):
N  -0.3545  -0.4297  -0.7802
C  0.1211  0.1238  0.4954
C  -0.9002  0.8687  1.3362
N  -1.4449  2.0016  0.5791
H  -0.7440  0.3244  -1.3332
H  -1.1622  -1.0125  -0.5893
H  0.5164  -0.7047  1.0764
H  0.9616  0.7783  0.2768
H  -0.4227  1.1844  2.2807
H  -1.7418  0.2000  1.5522
H  -1.9323  2.6542  1.1798
H  -0.6970  2.5050  0.1141
H  1.1084  -6.4126  -3.5479
H  0.2993  -5.2858  -4.1827
O  1.1483  -5.4730  -3.7616
H  0.9903  3.0683  1.8171
H  2.3720  2.5125  2.0382
O  1.8821  3.0970  1.4491

Summary:
Lowest unoccupied orbital energy   0.028 Eh
Orbital gap   0.3723 Eh
M   96.13 g/mol

#B
3 unconnected molecules or ions with the total composition C2H12N2O2, computed with the ωB97M-V functional and the def2-TZVPD basis.

Geometry (Å):
C  -1.2291  -0.0275  -1.0802
C  -1.2177  -1.3520  -0.2767
N  -0.2910  -1.4351  0.8229
N  0.1028  0.5212  -1.3045
H  -1.7363  -0.2488  -2.0297
H  -1.8371  0.7114  -0.5582
H  -2.2148  -1.4357  0.1515
H  -1.1277  -2.1903  -0.9696
H  0.6769  -1.6073  0.6425
H  -0.4809  -0.7671  1.5451
H  0.2075  1.4293  -0.8930
H  0.4769  0.5205  -2.2391
H  4.0004  4.1667  -3.7764
H  4.7450  3.1366  -4.5900
O  3.8546  3.3876  -4.3242
H  -0.7519  -1.9271  5.8400
H  -2.0545  -1.5572  6.5474
O  -1.1229  -1.3253  6.4921

Summary:
Lowest unoccupied orbital energy   0.033 Eh
Orbital gap   0.3463 Eh
M   96.13 g/mol

#A is the most stable structure; the next one sits 0.0100 hartree above it.

#A
3 unconnected molecules or ions with the total composition C2H12N2O2, computed with the ωB97M-V functional and the def2-TZVPD basis.

Geometry (Å):
N  1.9587  0.2254  -0.6271
C  1.5136  0.9467  0.5938
C  0.0730  1.5140  0.5325
N  -0.6931  1.2860  -0.6653
H  1.5993  0.7605  -1.3805
H  1.6464  -0.7249  -0.5572
H  2.2007  1.7883  0.6911
H  1.7147  0.2819  1.4294
H  -0.5453  1.1509  1.3712
H  0.0943  2.5766  0.7670
H  -1.2384  0.4733  -0.8907
H  -0.8093  2.0785  -1.2515
H  0.0876  -2.3693  -1.3173
H  -0.2574  -2.9766  0.0667
O  0.4333  -2.5312  -0.4082
H  -2.5142  -1.7303  -0.1973
H  -2.2757  -1.2035  1.2072
O  -2.9883  -1.5464  0.6363

Summary:
Lowest unoccupied orbital energy   0.008 Eh
Orbital gap   0.3289 Eh
M   96.13 g/mol

#B
3 unconnected molecules or ions with the total composition C2H12N2O2, computed with the ωB97M-V functional and the def2-TZVPD basis.

Geometry (Å):
C  0.0333  1.4111  1.1491
N  -0.2590  0.8605  -0.1569
C  0.4156  -0.3629  -0.6179
N  0.2927  -1.4582  0.3170
H  -0.6426  2.1471  1.5859
H  0.9679  1.9968  1.1393
H  0.1866  0.6511  1.9188
H  -0.0766  1.6248  -0.7944
H  -0.1289  -0.6520  -1.5067
H  1.4642  -0.1534  -0.8329
H  -0.6895  -1.5652  0.5670
H  0.6893  -1.1864  1.2024
H  1.7871  -2.6392  -0.2892
H  2.7072  -3.7186  -0.8338
O  2.1813  -2.9607  -1.1059
H  -3.2214  2.2693  -1.2792
H  -2.4495  1.6235  -0.1299
O  -3.2576  2.1124  -0.3327

Summary:
Lowest unoccupied orbital energy   0.027 Eh
Orbital gap   0.3694 Eh
M   96.13 g/mol

#B is the most stable structure; the next one sits 0.0151 hartree above it.